{
  "formula": "C18H31N6O6PdSSeSi",
  "method": "ωB97M-V/def2-TZVPD",
  "e_above_lowest_kcal_mol": 16.7,
  "charge": -1,
  "multiplicity": 3,
  "max_force_ha_per_bohr": 0.0533,
  "lumo_ha": [0.096, 0.087],
  "elements": ["Pd", "C", "Si", "C", "C", "C", "C", "C", "C", "N", "C", "S", "H", "H", "H", "H", "H", "H", "H", "H", "H", "H", "H", "H", "C", "N", "C", "C", "C", "N", "C", "O", "N", "H", "H", "H", "H", "H", "H", "H", "O", "Se", "O", "O", "O", "C", "N", "C", "C", "O", "N", "C", "C", "H", "H", "H", "H", "H", "H", "H", "H", "H", "H", "H", "H"],
  "coordinates": [[0.477013, 0.237010, -0.801711], [-2.948707, 4.980634, 0.243536], [-4.022686, 3.409707, 0.077538], [-5.633982, 3.630868, 1.108679], [-4.542990, 3.205478, -1.747077], [-3.154886, 1.861697, 0.710377], [-3.648598, 1.080097, 1.737169], [-2.979784, -0.070145, 2.146607], [-1.826786, -0.425731, 1.472621], [-1.347621, 0.288034, 0.473156], [-1.954744, 1.429505, 0.102877], [-1.119508, 2.306925, -1.100402], [-3.463095, 5.851265, -0.156088], [-2.036872, 4.832361, -0.326019], [-2.667236, 5.198310, 1.270328], [-6.182979, 4.501870, 0.766211], [-5.441355, 3.768094, 2.168722], [-6.293257, 2.773702, 1.004542], [-5.016380, 4.105644, -2.130544], [-5.234387, 2.379992, -1.890699], [-3.662316, 3.005679, -2.347712], [-4.558533, 1.371839, 2.244829], [-3.354921, -0.675495, 2.958840], [-1.260030, -1.306155, 1.736899], [2.935187, 3.120941, 2.579551], [3.315045, 2.062958, 1.676657], [4.576803, 1.992617, 1.192499], [4.945185, 1.051666, 0.297235], [3.950070, 0.095640, -0.101234], [2.715891, 0.194926, 0.378258], [2.324832, 1.201312, 1.168221], [1.150069, 1.373210, 1.479660], [4.230652, -0.938150, -0.887292], [3.389384, 2.973983, 3.564334], [1.850887, 3.081733, 2.679907], [3.232287, 4.091159, 2.176480], [5.265853, 2.739152, 1.563714], [5.932711, 1.030220, -0.135533], [5.094423, -0.910645, -1.405141], [3.386682, -1.352653, -1.385482], [2.028293, -0.596676, -4.549374], [1.549354, -0.421310, -3.043384], [2.073233, -1.708810, -2.166459], [2.146846, 0.912986, -2.327688], [-0.068912, -0.364428, -2.916057], [1.131761, -5.054962, 1.045924], [1.424100, -3.760897, 0.473343], [2.080041, -2.857598, 1.393305], [0.471217, -3.172902, -0.367424], [-0.040275, -2.100143, -0.085973], [0.090864, -3.944237, -1.432023], [-0.908657, -3.370597, -2.314628], [1.097866, -4.705842, -2.146610], [0.610518, -4.945268, 2.009492], [2.063663, -5.601816, 1.218756], [0.492305, -5.628822, 0.381240], [1.526404, -2.739875, 2.335290], [2.170006, -1.880400, 0.913480], [3.074610, -3.256868, 1.612417], [-1.484907, -2.632127, -1.759667], [-1.562132, -4.172177, -2.668769], [-0.446897, -2.863273, -3.165635], [1.802779, -5.162736, -1.457932], [1.658187, -4.040342, -2.812882], [0.598416, -5.480132, -2.733255]],
  "forces_ev_per_angstrom": [[-1.48, 1.57, 0.51], [-0.35, -0.56, -0.06], [-0.44, 0.39, -0.09], [0.65, -0.11, -0.33], [0.24, 0.05, 0.61], [-0.15, 0.30, -0.22], [0.02, -0.02, 0.06], [-0.04, -0.02, 0.03], [-0.24, -0.22, 0.36], [0.07, 0.18, -0.30], [-0.07, -0.02, 0.29], [0.81, -0.29, -0.38], [-0.18, 0.11, -0.07], [0.13, -0.01, -0.07], [-0.02, -0.06, 0.21], [-0.08, 0.23, -0.14], [0.13, 0.03, 0.21], [-0.08, -0.20, -0.07], [-0.08, 0.22, 0.02], [-0.12, -0.17, 0.09], [0.17, -0.04, -0.11], [-0.12, 0.02, 0.04], [0.03, -0.04, 0.04], [0.03, -0.10, -0.06], [-0.22, 0.22, 0.31], [-0.05, -0.10, -0.20], [0.23, -0.30, -0.29], [0.07, 0.17, 0.02], [-0.16, 0.16, 0.43], [0.22, -0.32, -0.29], [0.23, 0.19, 0.49], [0.01, 0.05, 0.00], [-0.08, -0.02, -0.18], [0.00, 0.04, -0.08], [0.13, 0.08, -0.01], [-0.03, -0.02, 0.05], [0.01, 0.05, -0.01], [0.09, 0.03, 0.10], [-0.03, 0.06, 0.09], [0.18, -0.03, 0.03], [0.29, 0.05, -1.21], [1.47, -1.10, -2.03], [0.10, -0.72, 0.50], [-0.05, 0.78, 0.85], [-1.32, 0.12, 0.72], [0.03, -0.05, -0.07], [0.02, 0.16, -0.13], [0.02, 0.17, -0.19], [-0.09, -0.55, 0.42], [0.07, -0.10, 0.02], [0.13, 0.33, 0.04], [-0.26, 0.06, 0.03], [0.19, -0.10, -0.10], [0.04, -0.03, -0.02], [-0.07, -0.07, 0.03], [0.03, -0.06, -0.04], [-0.03, 0.00, -0.01], [0.07, -0.20, 0.24], [-0.02, 0.08, 0.06], [0.00, -0.07, -0.14], [-0.01, 0.03, -0.05], [-0.01, 0.00, 0.08], [-0.04, -0.07, -0.04], [-0.06, -0.04, 0.00], [0.05, -0.03, 0.03]]
}